Entry from the Open Molecules 2025 dataset: a 2-piece molecular cluster, C2H2BrO2S overall at a distorted geometry (ωB97M-V with the def2-TZVPD basis set).

The geometry in XYZ format:
```
8
C2H2BrO2S ωB97M-V with the def2-TZVPD basis set
C 0.273 -1.049 0.160
C -0.243 0.381 -0.395
O 1.075 -0.949 1.022
O -0.269 -1.953 -0.428
S 0.542 1.769 0.384
Br -2.305 0.460 -0.285
H -0.045 0.387 -1.842
H 0.973 0.954 1.384
```

Calculated total energy, Eh: -3200.11746
LUMO, eV: 3.4
HOMO-LUMO gap, eV: 8.13
Charge: -1
Energy above the lowest of the compared OMol25 structures with the same formula, charge and spin, kcal per mole: 39.6
Highest occupied orbital energy, eV: -4.75

Atom charges from the Löwdin analysis, given in e for atoms 1 to 6:
1. C -0.950
2. C -0.971
3. O -0.048
4. O -0.060
5. S 0.588
6. Br 0.396